[1]
Entry from OMol25: a cluster of 2 separate species, C4H14NO in total in a non-equilibrium geometry (wB97M-V/def2-TZVPD).

- Net charge: +1
- F_max: 2.89 eV/A
- Orbital gap: 13.12 eV
- DFT total energy: -7905.9878 eV
- Highest occupied orbital energy: -0.5961 Ha
- ΔE to the lowest compared entry with this formula, charge and spin: 0.967 eV
- Multiplicity: 1

Last column: Mulliken charge in e.
Geometry (Å):
C (-1.57064, 1.18279, 0.48312)  -1.04
C (-1.32195, -0.31422, 0.26016)  -0.56
N (-0.02362, -0.53174, -0.46233)  -0.02
C (1.15886, -1.01379, 0.32331)  -0.38
C (1.14834, -0.66060, 1.81141)  -1.11
H (-2.51304, 1.30455, 1.02789)  0.37
H (-1.77046, 1.76567, -0.40509)  0.38
H (-0.83540, 1.42343, 1.25007)  0.27
H (-1.46820, -0.96293, 1.11128)  0.41
H (-2.09200, -0.55421, -0.47967)  0.34
H (0.19046, 0.31225, -1.01233)  0.37
H (-0.13894, -1.18109, -1.24244)  0.36
H (2.02145, -0.53584, -0.13861)  0.34
H (1.31466, -2.08306, 0.25288)  0.32
H (0.89329, 0.39305, 1.96769)  0.27
H (0.26800, -1.13448, 2.24109)  0.33
H (2.11552, -0.82386, 2.26822)  0.37
H (1.52272, 1.51720, -2.88634)  0.33
H (0.45532, 0.76391, -3.62338)  0.32
O (0.64563, 1.13296, -2.74693)  -0.67

=====

[2]
Entry from OMol25: a cluster of 7 separate species, H14O7 in total (wB97M-V/def2-TZVPD).

- F_max: 0.49 eV/A
- Orbital gap: 10.93 eV
- DFT total energy: -14560.1554 eV
- Highest occupied orbital energy: -0.3958 Ha
- ΔE to the lowest compared entry with this formula, charge and spin: 1.306 eV
- Multiplicity: 1

Last column: Mulliken charge in e.
Geometry (Å):
O (1.18706, 2.03511, -0.78906)  -0.67
H (1.13562, 2.78367, -1.39695)  0.31
H (1.37527, 2.42253, 0.07718)  0.31
O (2.81786, 0.67457, -3.01399)  -0.64
H (2.44064, 0.80928, -2.13352)  0.33
H (3.70918, 1.03556, -2.95680)  0.31
O (1.26731, -0.31461, 2.61612)  -0.65
H (2.09843, -0.80062, 2.63225)  0.32
H (0.96377, -0.36370, 1.68845)  0.40
O (-2.83030, -0.92983, 0.64587)  -0.74
H (-3.11690, -0.56659, -0.20424)  0.35
H (-3.14398, -1.84289, 0.64548)  0.30
O (-2.90990, 1.74486, 1.96417)  -0.62
H (-3.81170, 2.05098, 2.10805)  0.31
H (-3.00183, 0.89094, 1.51242)  0.36
O (0.68308, -3.31704, -0.75239)  -0.64
H (0.65350, -2.38276, -0.47593)  0.38
H (0.73580, -3.28622, -1.71295)  0.30
O (0.14472, -0.52381, -0.07072)  -0.75
H (-0.78507, -0.40180, 0.17658)  0.40
H (0.38742, 0.28237, -0.56002)  0.31

=====

[3]
Entry from OMol25: a cluster of 2 separate species, C4H10NO3 in total in a non-equilibrium geometry (wB97M-V/def2-TZVPD).

- Net charge: -1
- F_max: 5.58 eV/A
- Orbital gap: 6.75 eV
- DFT total energy: -11942.2349 eV
- Highest occupied orbital energy: -0.1090 Ha
- ΔE to the lowest compared entry with this formula, charge and spin: 3.162 eV
- Multiplicity: 1

Last column: Mulliken charge in e.
Geometry (Å):
C (-1.09727, -1.30412, -2.06143)  -0.87
C (-0.10043, -0.13096, -1.87852)  0.51
N (0.42309, 0.12021, -0.63147)  0.19
C (0.59918, -0.76195, 0.50855)  -0.13
C (0.41578, -0.05846, 1.91034)  -0.80
O (-0.76120, 0.54465, 2.08858)  -0.89
O (0.11580, 0.72443, -2.72690)  -0.69
H (-1.20447, -1.64241, -1.02270)  0.30
H (-0.61302, -1.97248, -2.74626)  0.24
H (-2.01470, -0.89222, -2.47412)  0.28
H (0.52599, 1.12300, -0.51830)  0.16
H (-0.11243, -1.61188, 0.27488)  0.11
H (1.62673, -1.31098, 0.58639)  0.14
H (0.27005, -1.01893, 2.63120)  0.32
H (1.29649, 0.46674, 2.14359)  0.30
H (0.57656, 2.35404, 0.59088)  0.14
H (-0.23217, 2.43597, 1.98542)  0.36
O (0.28602, 2.93534, 1.33987)  -0.67

=====

[4]
Entry from OMol25: a structure of composition C32H39N5Y in a non-equilibrium geometry (wB97M-V/def2-TZVPD).

- Net charge: -1
- F_max: 3.11 eV/A
- Orbital gap (spin up / spin down): 3.83 / 3.17 eV
- DFT total energy: -42306.8042 eV
- Highest occupied orbital energy (spin up / spin down): -0.0578 / -0.0312 Ha
- Multiplicity: 1

Last column: Mulliken charge in e.
Geometry (Å):
Y (-0.79558, -1.17417, -0.31951)  0.23
N (0.51521, -3.44175, 3.87208)  -0.71
N (-0.77816, -2.50193, -2.16432)  -0.62
C (0.40558, 1.65320, -0.44712)  1.16
C (1.46509, 0.75950, -0.14162)  0.32
C (1.58832, 0.71488, 1.31071)  0.49
C (2.69354, 0.34694, 2.03498)  -1.69
H (3.47970, -0.22869, 1.55808)  0.43
H (2.10750, -1.67786, 2.81030)  0.41
H (2.65034, 0.41488, 3.11554)  0.54
C (0.35829, 1.28956, 1.82929)  0.93
C (0.01752, 1.35100, 3.25864)  -2.15
H (0.55187, 2.15728, 3.78704)  0.36
H (0.29013, 0.40708, 3.74899)  0.33
H (-1.05788, 1.51393, 3.40545)  0.39
C (-0.28026, 1.96282, 0.78167)  0.73
C (-1.34501, 2.97576, 0.96857)  -1.96
H (-2.26429, 2.53171, 1.37939)  0.17
H (-1.59840, 3.47476, 0.02573)  0.35
H (-1.01900, 3.75613, 1.67963)  0.40
C (2.57511, 0.36812, -1.03217)  -1.25
H (3.42425, 1.07236, -0.97013)  0.28
H (2.26010, 0.31428, -2.08346)  -0.21
H (2.95605, -0.62059, -0.74653)  0.36
C (0.28495, 2.42143, -1.71111)  -1.41
H (-0.74963, 2.74132, -1.89498)  0.31
H (0.60889, 1.82579, -2.57534)  -0.01
H (0.91740, 3.33296, -1.68595)  0.28
C (-0.56686, -4.06557, 4.31478)  -0.19
H (-0.61177, -4.30338, 5.38372)  0.36
C (-1.63601, -4.42682, 3.46531)  -0.70
H (-2.48315, -4.92563, 3.92477)  0.34
C (-1.56626, -4.17013, 2.09449)  -0.29
H (-2.39224, -4.41424, 1.42755)  0.37
C (-0.43906, -3.53219, 1.58595)  -0.59
H (-0.23024, -3.41636, 0.49333)  0.98
C (0.63578, -3.20163, 2.52409)  0.19
C (1.76078, -2.45710, 2.14394)  -1.22
H (2.15563, -2.59981, 1.14960)  0.37
C (-1.16489, -1.28446, -2.67106)  0.22
C (0.00675, -3.17154, -3.11137)  -1.21
H (0.35625, -4.13628, -2.87640)  0.51
C (0.03954, -2.39215, -4.22121)  -0.30
H (0.46855, -2.62095, -5.17773)  0.51
N (-0.67048, -1.20828, -3.95810)  0.26
C (-0.66509, -0.01428, -4.70970)  0.30
C (0.44754, 0.40059, -5.47480)  1.24
C (0.34600, 1.61761, -6.16725)  -1.10
H (1.18331, 1.93267, -6.78854)  0.28
C (-0.77054, 2.45258, -6.05380)  0.67
C (-0.94387, 3.70314, -6.86756)  -1.47
H (-1.46482, 4.46971, -6.28068)  0.36
H (-1.54685, 3.52971, -7.77096)  0.28
H (0.01836, 4.11067, -7.18747)  0.36
C (-1.74631, 2.10257, -5.12323)  -0.86
H (-2.56122, 2.78956, -4.89326)  0.34
C (-1.71710, 0.88150, -4.46052)  1.01
C (-2.70880, 0.58007, -3.41071)  -1.07
H (-2.78242, -0.51051, -3.19268)  0.42
H (-3.69476, 0.94575, -3.69909)  0.60
H (-2.44073, 1.09373, -2.47663)  -0.16
C (1.78149, -0.27950, -5.47272)  -1.52
H (1.76352, -1.29310, -5.88638)  0.33
H (2.24157, -0.31919, -4.47138)  0.18
H (2.44771, 0.31433, -6.11703)  0.37
C (-4.14660, 0.50125, -0.13283)  -0.96
C (-3.62257, -0.19161, 1.07122)  0.29
N (-2.38246, -0.67870, 1.25260)  0.71
C (-2.29012, -1.01104, 2.62003)  -0.49
C (-3.51908, -0.88162, 3.17459)  -1.05
N (-4.33162, -0.35599, 2.17996)  -0.08
H (-5.18208, 0.81621, 0.06888)  0.49
H (-3.54878, 1.40356, -0.35012)  0.10
H (-4.14598, -0.16476, -1.00781)  0.13
H (-1.35340, -1.32464, 3.06021)  0.51
H (-3.86688, -1.12098, 4.16574)  0.45
H (-5.31525, -0.08729, 2.27541)  0.25

=====

[5]
Entry from OMol25: a cluster of 11 separate species, C28H78O11 in total in a non-equilibrium geometry (wB97M-V/def2-TZVPD).

- F_max: 1.51 eV/A
- Orbital gap: 9.98 eV
- DFT total energy: -52821.8319 eV
- Highest occupied orbital energy: -0.3532 Ha
- ΔE to the lowest compared entry with this formula, charge and spin: 0.000 eV
- Multiplicity: 1

Last column: Mulliken charge in e.
Geometry (Å):
C (-2.74245, 1.38661, -5.30378)  -1.39
C (-2.19158, 2.68990, -4.73538)  0.49
C (-0.75134, 2.54980, -4.28192)  -0.51
O (-2.31769, 3.72288, -5.74223)  -0.60
H (-2.66690, 0.54223, -4.61048)  0.26
H (-2.22703, 1.09387, -6.22108)  0.49
H (-3.81846, 1.49042, -5.45961)  0.37
H (-2.86489, 3.04210, -3.95122)  0.16
H (-0.32749, 3.51298, -3.99444)  0.34
H (-0.10086, 2.14573, -5.06045)  0.36
H (-0.75972, 1.88916, -3.40894)  -0.29
H (-2.02406, 3.31987, -6.56839)  0.36
C (2.67961, -7.07534, 0.43594)  -1.55
C (1.93413, -5.78420, 0.74968)  0.78
C (2.70090, -4.54626, 0.35774)  -0.74
O (0.68085, -5.73597, 0.05574)  -0.51
H (3.70291, -7.06581, 0.80819)  0.39
H (2.68667, -7.29768, -0.63418)  0.33
H (2.17027, -7.92694, 0.89921)  0.43
H (1.72860, -5.81162, 1.82792)  0.15
H (3.57150, -4.37344, 0.99223)  0.41
H (2.11301, -3.63627, 0.49963)  -0.36
H (2.98198, -4.62009, -0.69339)  0.37
H (0.20141, -6.55625, 0.21367)  0.25
C (1.78129, -0.83360, -4.08051)  -0.57
C (1.54686, -1.12134, -5.56318)  0.35
C (0.13752, -1.64867, -5.81637)  -1.08
O (1.70427, 0.09254, -6.30384)  -0.53
H (1.64427, -1.72690, -3.46646)  0.27
H (1.03011, -0.11510, -3.74237)  -0.14
H (2.78075, -0.43020, -3.92364)  0.31
H (2.31047, -1.85016, -5.85428)  0.39
H (-0.10927, -2.43630, -5.10521)  0.32
H (0.09036, -2.03516, -6.83675)  0.37
H (-0.59583, -0.84584, -5.75752)  0.07
H (2.49601, 0.03843, -6.84329)  0.31
C (0.32823, 1.53919, -0.48854)  -0.09
C (0.36996, 0.03847, -0.64689)  1.04
C (1.77316, -0.52083, -0.45174)  -0.90
O (-0.55096, -0.51891, 0.28245)  1.34
H (0.91883, 2.10928, -1.20354)  0.77
H (0.78748, 1.76988, 0.48232)  -0.69
H (-0.68289, 1.94696, -0.41240)  -0.36
H (0.08779, -0.20907, -1.67965)  0.09
H (2.12127, -0.55370, 0.58282)  -0.45
H (2.46490, 0.04083, -1.08419)  0.54
H (1.84786, -1.55844, -0.79376)  0.11
H (-0.47639, -1.49226, 0.27542)  -0.72
C (2.12792, 0.94313, 5.50745)  -0.81
C (2.68987, -0.13333, 4.57502)  0.18
C (2.65920, 0.28424, 3.10350)  -0.20
O (4.02896, -0.44153, 4.96155)  -0.59
H (2.82894, 1.78072, 5.57187)  0.46
H (1.92632, 0.49316, 6.47695)  0.31
H (1.20168, 1.38221, 5.12710)  -0.16
H (2.06755, -1.02329, 4.69154)  0.15
H (1.64254, 0.47647, 2.75585)  -0.31
H (3.09736, -0.51201, 2.50171)  0.15
H (3.25795, 1.19147, 2.98871)  0.43
H (4.45832, 0.40231, 5.13599)  0.39
C (-4.78445, 1.54821, -1.83444)  -1.51
C (-3.81155, 1.30001, -0.69018)  2.02
C (-4.49604, 1.01163, 0.64728)  -1.30
O (-2.96959, 0.22631, -1.08413)  -0.59
H (-4.29012, 1.43767, -2.79588)  0.19
H (-5.22672, 2.54451, -1.75803)  0.39
H (-5.63048, 0.85792, -1.78109)  0.41
H (-3.18342, 2.19375, -0.57391)  -0.78
H (-5.21498, 0.19815, 0.55166)  0.34
H (-4.96915, 1.90553, 1.05206)  0.39
H (-3.70263, 0.68942, 1.32691)  0.14
H (-2.14074, 0.24967, -0.58336)  -0.09
C (0.41837, -2.52834, 2.26350)  2.56
C (-0.73059, -2.99514, 3.13196)  -1.43
O (-0.43146, -2.65774, 4.48745)  -0.52
H (0.27052, -2.91560, 1.25101)  -1.71
H (1.41344, -2.84164, 2.58559)  0.56
H (0.47854, -1.43954, 2.22932)  -0.61
H (-0.85436, -4.08171, 3.04059)  0.31
H (-1.66474, -2.54111, 2.78659)  0.49
H (-1.24827, -2.70952, 4.99454)  0.35
C (-1.60675, 4.88338, -0.35950)  -0.91
C (-0.51557, 5.03623, 0.69151)  0.24
O (0.61262, 5.76738, 0.19161)  -0.60
H (-2.38339, 4.22740, 0.03779)  0.07
H (-1.19122, 4.42794, -1.25870)  0.15
H (-2.04550, 5.84975, -0.61158)  0.57
H (-0.23533, 4.04887, 1.06218)  -0.15
H (-0.87120, 5.56599, 1.58314)  0.39
H (0.29402, 6.65288, -0.00313)  0.29
C (-1.42886, 2.03080, 4.82340)  -1.81
C (-1.03100, 1.02145, 3.76947)  0.64
O (-0.85914, 1.65808, 2.51085)  -0.14
H (-2.22002, 2.69212, 4.47215)  0.42
H (-0.57790, 2.62823, 5.15670)  0.37
H (-1.80002, 1.53258, 5.72210)  0.38
H (-1.79450, 0.23307, 3.73279)  0.15
H (-0.10686, 0.49893, 4.04809)  -0.31
H (-0.92167, 0.95398, 1.84766)  -0.21
C (3.91882, 4.40177, 1.76262)  -1.30
C (3.06155, 3.45028, 0.93828)  0.55
O (2.76883, 3.93842, -0.35567)  -0.59
H (3.38658, 5.33102, 1.98332)  0.30
H (4.78493, 4.74277, 1.18842)  0.32
H (4.26682, 3.94193, 2.68826)  0.33
H (2.11354, 3.28511, 1.46273)  -0.21
H (3.58087, 2.49948, 0.81883)  0.33
H (2.02894, 4.55474, -0.26920)  0.28
C (-2.68373, -4.70267, 0.04372)  -1.47
C (-1.93764, -3.49500, 0.58545)  0.80
O (-0.76316, -3.23302, -0.17170)  -0.28
H (-2.94122, -4.52590, -0.99979)  0.35
H (-3.59951, -4.89915, 0.60607)  0.41
H (-2.08779, -5.61251, 0.13355)  0.25
H (-1.71262, -3.63366, 1.64968)  -0.30
H (-2.58054, -2.61742, 0.49922)  0.23
H (-0.30592, -4.06604, -0.36831)  0.12

=====

Question: Among the records above, which one has the lowest F_max?
Answer: H14O7